Entry 1:
55
Properties=species:S:1:pos:R:3:forces:R:3:mulliken_charge:R:1 method="wB97M-V/def2-TZVPD" e_lumo_ha=0.023 e_above_lowest_kcal_mol=21.9 e_tot_ev=-29340.349 smiles="Cc1ccc(C(=O)CN2CCC(NC(=O)C3CCCCC3)CC2)cc1" orbital_gap_ev=8.9
C 3.175114 -2.691170 -1.679717 0.0 0.0 0.0 -1.392
C 2.481847 -3.024957 -0.396680 -0.1 -0.1 0.1 1.071
C 1.775696 -4.210835 -0.238399 0.1 0.1 -0.1 -0.633
C 1.105838 -4.479476 0.939507 -0.1 0.1 0.3 -0.968
C 1.116446 -3.559127 1.985920 0.4 -0.3 -0.5 0.329
C 0.267384 -3.826263 3.163975 -0.2 0.1 0.3 0.347
O 0.008199 -4.941110 3.559726 0.0 0.1 0.0 -0.603
C -0.328869 -2.588400 3.834057 -0.2 0.0 0.1 -0.938
N -0.542214 -1.540064 2.867813 -0.3 0.0 0.4 0.716
C -0.666433 -0.198331 3.383512 0.2 0.2 -0.1 -1.226
C -0.426254 0.782583 2.237656 -0.3 0.0 0.2 -0.453
C -1.440995 0.544413 1.116912 0.4 -0.3 0.0 -0.483
N -1.193962 1.428507 -0.013349 -0.4 0.1 0.2 0.085
C -0.064242 1.439773 -0.753678 -0.1 0.5 -0.5 -0.078
O 0.891928 0.721586 -0.540756 0.4 -0.3 0.1 -0.636
C -0.073196 2.444398 -1.902882 -0.2 -0.1 0.2 0.074
C -1.167743 2.126870 -2.926119 0.3 0.0 -0.2 -0.715
C -1.089834 3.102250 -4.097864 -0.3 0.0 0.1 -0.739
C -1.221442 4.540881 -3.606337 0.3 0.0 -0.2 -0.607
C -0.136873 4.856500 -2.580306 -0.3 0.1 0.1 -0.738
C -0.213077 3.885692 -1.404576 0.3 0.0 -0.2 -0.706
C -1.388452 -0.925136 0.692326 -0.2 0.0 0.2 -0.343
C -1.582734 -1.825803 1.907044 0.1 0.0 -0.3 -1.273
C 1.865933 -2.390124 1.847373 0.1 -0.2 0.0 -0.127
C 2.537274 -2.133127 0.671327 0.1 0.0 0.0 -0.373
H 2.945263 -3.419066 -2.453839 0.0 0.0 -0.1 0.363
H 2.866693 -1.702830 -2.016628 0.0 0.1 -0.1 0.266
H 4.254633 -2.670030 -1.532005 0.1 0.0 -0.1 0.315
H 1.738682 -4.924477 -1.049505 0.0 0.0 -0.1 0.342
H 0.539607 -5.392146 1.056664 -0.1 -0.1 0.0 0.424
H 0.395012 -2.243396 4.579746 0.0 0.0 0.0 0.412
H -1.242508 -2.894442 4.373889 0.2 0.0 0.0 0.286
H 0.086523 -0.042764 4.159876 0.0 0.0 0.0 0.448
H -1.661821 -0.014183 3.832390 0.1 0.0 0.1 0.329
H -0.498433 1.810797 2.597410 0.0 0.0 0.0 0.380
H 0.570191 0.616687 1.830331 0.0 0.1 0.0 0.222
H -2.447153 0.777451 1.486550 0.1 0.0 0.0 0.456
H -1.935504 2.054174 -0.277735 0.1 0.0 0.0 0.393
H 0.899427 2.342854 -2.395696 -0.1 -0.1 0.1 0.420
H -1.048474 1.101776 -3.283152 -0.1 0.0 0.0 0.349
H -2.154383 2.206000 -2.462173 -0.1 0.0 0.0 0.256
H -0.131656 2.980070 -4.607131 0.0 0.0 -0.1 0.352
H -1.881463 2.879841 -4.816363 0.1 0.0 -0.1 0.366
H -1.145617 5.229478 -4.450024 -0.1 0.0 0.0 0.314
H -2.204783 4.680415 -3.150180 -0.1 0.0 0.0 0.330
H 0.843735 4.774939 -3.053741 0.1 0.0 0.0 0.353
H -0.250738 5.881277 -2.220806 0.1 0.0 0.0 0.366
H 0.580795 4.103414 -0.687123 -0.1 0.0 0.1 0.349
H -1.170399 4.019368 -0.894204 0.0 0.0 0.1 0.248
H -2.155831 -1.127764 -0.057020 0.0 0.0 0.0 0.397
H -0.408335 -1.124804 0.260307 0.0 0.0 0.0 0.063
H -1.505625 -2.871382 1.602617 -0.1 0.0 0.0 0.574
H -2.590310 -1.667887 2.338629 0.0 -0.1 0.0 0.337
H 1.930458 -1.688812 2.662168 0.0 0.1 0.0 0.392
H 3.092670 -1.214084 0.560261 0.1 0.1 0.0 0.310

Entry 2:
74
Properties=species:S:1:pos:R:3:forces:R:3:mulliken_charge:R:1 method="wB97M-V/def2-TZVPD" e_lumo_ha="-0.327 / -0.356" e_tot_ev=-70464.549 charge=+2 orbital_gap_ev="4.2 / 3.4"
Sn -0.341230 2.210959 0.437746 -0.7 -1.3 2.2 1.345
C -1.688421 1.922342 -3.555601 -0.2 -0.4 -1.1 -0.807
C -1.791102 0.598414 -3.394775 -1.0 0.0 -1.2 -0.256
C -0.859626 -0.503238 -3.825323 0.4 0.3 0.1 -0.848
C 0.642233 -0.119332 -3.866907 0.2 -0.5 -0.9 -1.517
C 1.132214 0.672331 -2.697848 0.8 0.0 -0.2 0.545
C 0.845620 1.918561 -2.281115 1.1 0.4 -0.5 -0.234
C 0.486194 3.047760 -3.205016 -0.7 0.5 0.2 -1.745
C -0.545783 2.635667 -4.244764 -0.1 0.1 -0.2 -0.752
C 0.995639 2.502317 2.351713 2.3 1.0 2.6 -1.204
H -2.554719 2.554719 -3.326097 0.4 -0.3 0.1 0.391
H -2.786124 0.189662 -3.170086 0.4 0.4 0.4 1.202
H -1.140135 -0.902408 -4.816751 0.0 0.3 0.3 0.493
H -1.008541 -1.354072 -3.143042 0.2 0.1 0.0 0.130
H 1.221571 -1.057878 -3.895936 -0.2 0.3 0.1 0.479
H 0.889737 0.349472 -4.835171 -0.2 0.0 0.4 0.528
H 1.997456 0.182911 -2.258933 -0.8 0.0 0.7 -0.275
H 1.274894 2.266413 -1.329263 0.9 -0.2 -0.6 1.472
H 1.395722 3.426063 -3.707989 -0.2 -0.3 0.4 0.367
H 0.092026 3.889231 -2.631287 0.0 0.2 0.1 0.299
H -0.928172 3.527803 -4.778171 0.2 -0.5 0.3 0.516
H -0.037555 2.017943 -4.999602 -0.5 0.2 0.2 0.269
H 0.394556 2.792986 3.215692 -0.6 0.0 -0.6 0.483
H 1.768704 3.275371 2.238011 -0.5 0.2 -0.9 0.471
H 1.538075 1.583117 2.634248 -0.9 0.3 -0.7 0.351
P 1.688785 -0.312587 0.785316 2.4 0.5 -0.3 -0.327
P -1.562374 -1.282894 1.576765 -0.3 1.9 -0.5 0.030
N 3.126495 0.520870 -0.046273 -1.0 0.0 -0.1 0.719
N 2.660581 -1.548874 1.452774 -0.1 -0.1 0.6 0.745
N -2.702639 -0.032194 0.785331 0.7 0.4 0.8 0.493
N -2.857651 -2.400964 1.759161 -1.2 -1.3 0.5 0.306
C 0.631824 -1.230828 -0.390860 -0.3 -0.6 -0.9 0.969
C -0.713300 -1.926592 0.061368 0.1 -0.4 0.1 -1.291
C 3.559451 1.810677 0.337225 0.0 0.0 -1.0 -0.524
C 4.509581 2.261690 -0.564552 -0.7 -0.5 0.3 -0.631
C 4.703012 1.229850 -1.532095 -0.9 -0.7 0.7 -0.832
C 3.873803 0.168934 -1.169092 0.5 0.9 -0.1 -0.421
C 3.527560 -1.258232 2.526753 -0.3 -1.3 -0.2 -0.440
C 4.128238 -2.442653 2.911978 -0.6 0.7 -0.6 -0.595
C 3.647715 -3.483725 2.045263 -0.7 0.8 -0.5 -0.703
C 2.763609 -2.910144 1.146460 0.3 0.1 0.9 -0.403
C -2.980274 1.214315 1.367256 -0.5 -0.7 0.6 -0.502
C -3.347811 2.121627 0.402591 -0.2 0.2 0.0 -1.279
C -3.390788 1.415601 -0.830665 0.8 -2.0 0.4 -0.587
C -2.976272 0.103790 -0.563589 -0.4 1.6 -0.8 -0.052
C -3.907983 -2.626717 0.847216 1.8 0.3 0.9 0.237
C -4.975098 -3.135370 1.547969 -0.8 -0.6 2.6 -0.796
C -4.595483 -3.240196 2.928860 -1.8 -0.2 -2.2 -0.441
C -3.301030 -2.766190 3.045721 1.6 0.7 -2.3 -0.233
H 1.276037 -1.975569 -0.896191 -0.6 0.3 -0.1 1.077
H 0.359211 -0.469835 -1.142389 0.1 -0.4 0.4 -2.205
H -1.446511 -1.985173 -0.770909 0.8 0.2 0.2 0.419
H -0.511280 -2.983342 0.317757 0.1 0.4 0.1 0.481
H 3.184072 2.299908 1.216720 0.0 -0.2 0.0 0.370
H 4.997344 3.230322 -0.559615 -0.1 -0.3 0.2 0.470
H 5.357414 1.279193 -2.393100 -0.1 -0.2 0.2 0.491
H 3.760152 -0.789096 -1.654619 0.0 0.0 0.1 0.630
H 3.598378 -0.239537 2.890412 0.1 -0.3 0.0 0.375
H 4.826130 -2.549188 3.725143 0.0 0.0 0.0 0.465
H 3.900621 -4.529783 2.082338 0.1 0.0 0.0 0.469
H 2.186794 -3.304117 0.321385 0.2 -0.2 0.2 0.445
H -3.062167 1.308029 2.444562 0.4 0.1 -0.3 0.398
H -3.667902 3.152237 0.568149 0.0 -0.5 0.1 0.556
H -3.680650 1.780203 -1.790092 -0.1 0.1 -0.2 0.804
H -2.895400 -0.709659 -1.269072 0.1 0.1 0.2 0.224
H -3.771747 -2.415356 -0.209574 -0.2 -0.1 0.3 0.419
H -5.937120 -3.371085 1.128196 -0.1 -0.2 0.0 0.469
H -5.206470 -3.589887 3.736251 -0.2 -0.2 0.2 0.492
H -2.625247 -2.659745 3.885935 -0.2 0.0 0.0 0.552
F -0.830551 1.045853 2.308541 0.7 0.4 -1.4 -0.575
B -0.568873 -0.101263 6.189999 0.0 0.1 0.0 0.739
F -1.369320 0.976812 6.074588 1.0 -1.2 0.1 -0.230
F -1.146981 -1.315718 6.362252 0.9 1.4 -0.3 -0.249
F 0.770905 0.039496 6.088712 -1.8 -0.3 0.1 -0.230

Entry 3:
13
Properties=species:S:1:pos:R:3:forces:R:3:mulliken_charge:R:1 method="wB97M-V/def2-TZVPD" e_lumo_ha=0.033 e_above_lowest_kcal_mol=81.1 e_tot_ev=-8807.013 smiles="O[C@H]1CO1.C=N" orbital_gap_ev=11.2
O 0.831035 1.508433 -0.704298 -1.0 -0.5 -0.7 -0.482
C -0.460341 0.920812 -0.893391 -0.3 1.6 2.1 0.148
C -1.420730 1.055060 0.253024 1.0 -0.7 -0.8 -0.404
O -1.539322 1.857567 -0.928833 0.5 -0.7 -0.1 -0.405
H 0.788763 2.446035 -0.965455 -0.2 -0.6 0.1 0.293
H -0.535786 0.039332 -1.520430 0.3 0.3 -0.3 0.358
H -1.080372 1.540541 1.158293 0.1 0.3 -0.1 0.235
H -2.143658 0.263494 0.403113 -0.3 0.1 -0.2 0.260
C 1.077192 -1.590492 0.860066 -0.1 -1.1 -0.6 -0.313
N 0.662622 -2.749023 0.485323 0.5 1.3 0.4 -0.484
H 1.996380 -1.138389 0.453040 -0.3 0.0 0.3 0.244
H 0.511249 -1.008150 1.604264 0.2 -0.3 -0.3 0.293
H 1.312967 -3.145221 -0.204716 -0.2 0.1 0.2 0.258

Entry 4:
74
Properties=species:S:1:pos:R:3:forces:R:3:mulliken_charge:R:1 method="wB97M-V/def2-TZVPD" e_lumo_ha=0.017 e_tot_ev=-45551.451 smiles="CC(=O)N(C)CCCCP.COCCOC.COCCOC.COCCOC" orbital_gap_ev=8.6
C -4.336233 1.674591 -2.612410 -0.5 0.4 -0.4 -0.647
C -4.049484 0.683964 -3.881263 -4.1 -0.7 -4.3 0.484
O -5.025079 0.635346 -4.831136 5.6 0.3 5.6 -0.600
N -2.865823 -0.222458 -4.099508 -0.8 4.1 -1.1 0.136
C -2.695814 -0.400776 -5.621675 0.3 -1.0 -1.1 -0.827
C -1.552732 0.368956 -3.652918 2.3 -0.9 1.5 -0.400
C -0.589484 -0.931818 -3.229482 -0.1 0.9 -0.1 -0.410
C 1.006592 -0.673096 -3.499625 -0.1 0.9 0.9 0.071
C 1.910061 -1.943356 -2.974321 -0.7 1.5 -0.1 -0.719
P 2.233026 -3.292557 -4.293887 1.6 -0.6 1.2 -0.071
H -3.390185 2.096993 -2.071886 -1.8 -1.2 -0.9 0.198
H -4.921464 2.617818 -3.052246 1.4 -2.3 0.7 0.319
H -5.106064 1.170043 -1.859744 2.0 0.9 -1.6 0.089
H -2.815902 0.602157 -6.216483 0.0 -1.8 1.3 0.294
H -1.580070 -0.768622 -5.836309 -2.6 0.5 0.7 0.364
H -3.470458 -1.189194 -6.017788 1.6 1.7 0.8 0.262
H -1.594189 1.040550 -2.697470 -0.3 -1.2 -1.9 0.014
H -0.957308 0.949418 -4.475932 -1.5 -0.8 1.3 0.262
H -0.998509 -1.834587 -3.853384 0.9 1.5 1.5 0.190
H -0.750322 -1.046962 -2.058768 0.3 -0.3 -2.5 0.156
H 1.320018 0.264049 -2.834077 -0.7 -1.8 -1.4 -0.192
H 1.251845 -0.347721 -4.618237 -0.6 -1.0 2.3 0.318
H 2.955813 -1.509124 -2.605218 -2.2 -1.2 -0.9 0.333
H 1.340004 -2.427216 -2.072811 1.3 0.8 -1.7 0.306
H 2.422651 -2.740125 -5.614248 -1.1 0.0 0.8 0.046
H 1.235739 -4.338288 -4.273610 -0.1 1.3 -0.4 0.049
C 1.076079 2.415975 -0.354431 0.1 -0.2 -0.2 -0.815
O 2.104541 2.579625 -1.325043 -0.1 0.3 0.3 -0.256
C 2.530300 3.941785 -1.436720 0.5 -0.4 -0.1 -0.563
C 3.861904 4.168429 -0.715664 -0.5 0.3 0.3 -0.552
O 3.713702 4.032862 0.701288 0.1 -0.4 -0.4 -0.380
C 4.199026 2.781644 1.175886 -0.1 0.2 0.2 -0.592
H 0.943656 1.345610 -0.173647 0.1 0.1 -0.1 0.228
H 1.330873 2.897525 0.592158 0.0 0.0 0.0 0.440
H 0.136719 2.824344 -0.737879 -0.1 0.1 0.1 0.283
H 1.758869 4.625764 -1.064042 0.1 -0.1 0.1 0.357
H 2.670609 4.143611 -2.504173 0.0 0.0 0.0 0.359
H 4.191856 5.195333 -0.902774 0.0 0.0 -0.1 0.370
H 4.636750 3.491357 -1.095752 -0.2 0.0 0.0 0.333
H 5.293168 2.776880 1.154315 0.0 -0.1 0.0 0.337
H 3.814314 1.946820 0.584550 0.0 0.0 0.0 0.208
H 3.868590 2.655517 2.210432 0.1 0.1 -0.1 0.212
C -5.303110 -3.952804 2.038422 0.0 -0.2 -0.2 -0.731
O -6.085846 -3.811915 0.857711 0.1 0.4 0.3 -0.371
C -6.806639 -2.575389 0.831638 0.2 -0.3 -0.6 -0.697
C -6.131788 -1.558456 -0.092963 0.0 0.1 0.6 -0.407
O -4.868221 -1.139172 0.432102 -0.1 -0.4 -0.3 -0.376
C -3.775512 -1.770206 -0.226767 0.0 0.2 0.1 -0.459
H -4.631207 -4.805021 1.903619 -0.2 0.1 -0.1 0.244
H -4.699217 -3.063954 2.233610 0.0 0.0 0.0 0.316
H -5.955205 -4.153846 2.893145 0.1 0.0 0.1 0.331
H -6.926505 -2.169738 1.843023 0.1 0.0 -0.1 0.347
H -7.804607 -2.798351 0.438922 0.0 0.1 0.0 0.389
H -6.762275 -0.665477 -0.151988 0.0 0.0 0.0 0.397
H -6.021286 -1.960182 -1.107697 0.0 -0.1 0.2 0.349
H -3.652217 -1.346015 -1.228015 0.1 -0.1 -0.1 0.060
H -3.915202 -2.851848 -0.298527 0.0 0.0 0.0 0.324
H -2.867733 -1.575027 0.350488 -0.2 0.1 0.0 0.283
C 5.849935 1.302596 5.231634 -0.2 0.2 -0.2 -0.810
O 4.804256 0.688312 4.486104 0.2 -0.3 0.3 -0.259
C 4.833394 -0.739150 4.589666 -0.6 0.3 -0.1 -0.507
C 3.764057 -1.247577 5.560482 0.6 -0.1 0.2 -0.504
O 4.058967 -0.859512 6.906041 -0.3 0.3 -0.4 -0.375
C 3.265391 0.241746 7.334751 0.1 -0.1 0.1 -0.670
H 5.651207 2.376953 5.278143 0.0 -0.2 -0.1 0.248
H 5.902218 0.916219 6.251839 0.0 -0.1 0.0 0.360
H 6.806807 1.145907 4.725629 0.1 0.0 0.1 0.310
H 5.829845 -1.091097 4.881280 -0.1 0.0 0.1 0.339
H 4.616851 -1.133969 3.591116 0.0 0.0 0.0 0.364
H 3.763068 -2.342094 5.539520 0.0 0.0 0.0 0.367
H 2.765611 -0.904291 5.262928 0.2 0.1 0.0 0.316
H 2.237772 -0.089791 7.512848 -0.1 0.1 0.0 0.320
H 3.269937 1.053889 6.603303 0.0 0.0 0.0 0.264
H 3.679666 0.618192 8.273925 0.0 -0.2 -0.1 0.244

Entry 5:
12
Properties=species:S:1:pos:R:3:forces:R:3:mulliken_charge:R:1 method="wB97M-V/def2-TZVPD" e_lumo_ha=-0.003 e_above_lowest_kcal_mol=134.3 e_tot_ev=-8797.595 orbital_gap_ev=8.1
C 0.045936 -1.619822 0.112631 -0.4 2.1 1.6 -0.375
C 1.551123 0.701846 -0.045919 0.1 0.6 0.7 0.843
C -1.705911 0.079053 0.024614 -0.1 -1.1 0.2 0.619
C 2.653674 0.016348 -0.024088 3.8 -1.0 0.4 -0.962
C -2.671148 0.980276 0.004872 0.3 -0.3 0.3 -0.776
N -1.014110 -0.962400 -0.035883 -0.3 1.7 -0.1 -0.129
O 0.628917 1.410415 0.000273 0.2 -0.1 -0.4 -0.385
H 0.146399 -2.552825 -0.316415 -0.2 -2.0 -1.5 0.192
H 3.779370 0.361066 -0.053334 -2.8 0.3 -0.4 0.235
H 2.706773 -1.015268 0.324197 -0.8 0.3 -0.3 0.269
H -2.666207 1.834563 0.776716 -0.1 -1.3 -1.8 0.229
H -3.454815 0.766743 -0.767666 0.4 0.7 1.1 0.240

Entry 6:
16
Properties=species:S:1:pos:R:3:forces:R:3:mulliken_charge:R:1 method="wB97M-V/def2-TZVPD" e_lumo_ha=0.118 e_tot_ev=-140059.695 charge=-1 orbital_gap_ev=8.5
C -2.307770 0.997836 -0.320401 0.0 0.0 0.0 -1.016
Ga -1.242610 -0.243803 0.815925 0.0 0.2 0.0 0.365
Br -2.588132 -2.291061 1.024488 0.0 -0.1 0.0 -0.595
C 0.409308 -1.024873 -0.118969 0.0 0.0 -0.2 -0.780
P 1.686289 0.098671 -0.548667 0.1 0.1 0.2 0.865
O 1.602990 0.862372 -1.805506 0.0 0.0 0.0 -0.695
O 1.810906 1.092231 0.727311 0.0 -0.1 0.0 -0.494
O 3.101172 -0.707506 -0.502315 0.0 0.0 -0.1 -0.540
H -2.561546 0.546396 -1.282140 0.0 0.0 0.0 0.257
H -3.239074 1.242388 0.198279 0.0 0.0 -0.1 0.283
H -1.766933 1.928910 -0.512844 0.0 0.0 0.0 0.299
H -0.914255 0.250818 2.289071 0.0 -0.1 0.0 -0.214
H 0.781181 -1.815998 0.537964 0.0 0.1 0.0 0.332
H 0.091286 -1.484747 -1.058478 0.0 0.0 0.1 0.320
H 2.061345 1.965986 0.412278 0.0 0.1 0.0 0.299
H 3.075842 -1.417619 0.144003 0.0 0.0 0.1 0.314

Entry 7:
11
Properties=species:S:1:pos:R:3:forces:R:3:mulliken_charge:R:1 method="wB97M-V/def2-TZVPD" e_lumo_ha=0.033 e_above_lowest_kcal_mol=52.9 e_tot_ev=-6289.622 smiles="CC1=C[C@H]1O" orbital_gap_ev=10.3
C 0.758301 -0.366672 1.386391 -1.5 -0.2 0.3 -0.850
C -0.102611 0.274176 0.377999 -1.7 0.7 -1.3 0.341
C -0.940561 1.161342 -0.178658 3.0 -3.7 1.1 -0.553
C -0.609994 -0.112513 -0.928422 -3.1 0.7 -0.6 -0.226
O 0.112433 0.040759 -2.126038 0.7 -0.7 0.3 -0.492
H 1.507052 0.372455 1.546853 0.9 0.2 1.2 0.300
H 1.204743 -1.264116 0.953526 0.0 0.1 0.2 0.290
H 0.087723 -0.646027 2.267705 1.4 0.5 -0.8 0.250
H -1.276975 2.138685 -0.124921 -0.9 1.4 -0.1 0.410
H -1.445381 -0.875647 -1.052440 1.1 0.7 0.2 0.227
H 0.705270 -0.722442 -2.121994 0.1 0.2 -0.5 0.303